No. 1
Here is a gas-phase ion, C5H14N2 (charge +2) from the OMol25 dataset. Energies are from ωB97M-V/def2-TZVPD.

Each atom is followed by the atoms it is bonded to, with distances in Å.
CARTESIAN COORDINATES (ANGSTROEM)
1 C -0.9524 -2.1442 -1.1975  C2 1.522, H8 1.144, H9 1.134, H10 1.123
2 C -0.7576 -0.8361 -0.4450  C1 1.522, C3 1.507, N7 1.617, H11 1.118
3 C 0.6380 -0.5943 0.0702  C2 1.507, C4 1.599, H12 1.091, H13 1.137
4 C 0.7566 0.9671 0.3920  C3 1.599, C5 1.374, N6 1.482
5 C -0.0538 1.9416 -0.1382  C4 1.374, H14 1.136, H15 1.110
6 N 2.1469 1.4470 0.5709  C4 1.482, H16 1.033, H17 1.078, H18 1.054
7 N -1.7598 -0.6905 0.8158  C2 1.617, H19 1.054, H20 0.991, H21 0.995
8 H -2.0599 -2.3762 -1.3632  C1 1.144
9 H -0.5020 -1.8326 -2.1906  C1 1.134
10 H -0.4472 -3.1067 -0.9157  C1 1.123
11 H -0.9047 -0.0563 -1.2330  C2 1.118
12 H 1.1537 -1.1743 0.8370  C3 1.091
13 H 1.3096 -0.5772 -0.8466  C3 1.137
14 H 0.3098 2.9252 -0.5747  C5 1.136
15 H -1.1611 1.9932 -0.2046  C5 1.110
16 H 2.3276 2.4101 0.8990  N6 1.033
17 H 2.3699 1.4800 -0.4828  N6 1.078
18 H 2.9488 0.9490 1.0390  N6 1.054
19 H -1.4198 -1.3418 1.5716  N7 1.054
20 H -2.7136 -0.8661 0.6144  N7 0.991
21 H -1.7056 0.2741 1.0546  N7 0.995

Output
lowest unoccupied orbital energy	-7.984	eV
strongest force on any atom	3.8	eV Å⁻¹
energy relative to the best compared isomer or geometry (same formula, charge and spin)	225.8	kJ/mol
gap between HOMO and LUMO	10.647	eV
HOMO level	-18.631	eV
SMILES string	C=C([NH3+])C[C@@H](C)[NH3+]
calculated total energy	-8373.010	eV
charge	+2

---

No. 2
Here is a gas-phase ion, C5H14N2 (charge +2) from the OMol25 dataset. Energies are from ωB97M-V/def2-TZVPD.

Each atom is followed by the atoms it is bonded to, with distances in Å.
CARTESIAN COORDINATES (ANGSTROEM)
1 C -0.2757 2.1414 -0.7878  C2 1.533, H8 1.096, H9 1.091, H10 1.086
2 C 0.2877 0.7785 -1.2050  C1 1.533, C3 1.554, N7 1.489, H11 1.086
3 C 0.6393 -0.1115 0.0197  C2 1.554, C4 1.499, H12 1.101, H13 1.092
4 C -0.4601 -0.9491 0.6005  C3 1.499, C5 1.335, H14 1.087
5 C -0.3914 -1.3258 1.8794  C4 1.335, N6 1.504, H15 1.079
6 N -1.4770 -2.2615 2.3340  C5 1.504, H16 1.037, H17 1.032, H18 1.018
7 N 1.4931 0.9547 -2.0617  C2 1.489, H19 1.031, H20 1.033, H21 1.027
8 H 0.0139 3.0106 -1.3886  C1 1.096
9 H 0.1317 2.3951 0.1918  C1 1.091
10 H -1.3566 2.1975 -0.8720  C1 1.086
11 H -0.4118 0.2258 -1.8252  C2 1.086
12 H 1.4254 -0.7736 -0.3763  C3 1.101
13 H 1.1165 0.4764 0.8063  C3 1.092
14 H -1.1426 -1.4653 -0.0693  C4 1.087
15 H 0.0827 -0.7868 2.6855  C5 1.079
16 H -1.7280 -2.8875 1.5465  N6 1.037
17 H -1.2200 -3.0071 3.0002  N6 1.032
18 H -2.3415 -1.7512 2.5059  N6 1.018
19 H 2.2171 1.5938 -1.6993  N7 1.031
20 H 2.0977 0.1562 -2.3125  N7 1.033
21 H 1.2994 1.3893 -2.9720  N7 1.027

Output
lowest unoccupied orbital energy	-6.914	eV
strongest force on any atom	2.6	eV Å⁻¹
energy relative to the best compared isomer or geometry (same formula, charge and spin)	37.7	kJ/mol
gap between HOMO and LUMO	11.620	eV
HOMO level	-18.534	eV
SMILES string	C[C@@H]([NH3+])C/C=C/[NH3+]
calculated total energy	-8374.960	eV
charge	+2

---

No. 3
Here is a single C5H14N2O molecule from the OMol25 dataset. Energies are from ωB97M-V/def2-TZVPD.

Each atom is followed by the atoms it is bonded to, with distances in Å.
CARTESIAN COORDINATES (ANGSTROEM)
1 C 0.0905 -0.8148 -1.1794  N2 1.562, C5 1.457, H9 1.111, H10 1.133
2 N -0.7486 -1.6596 -0.1684  C1 1.562, C3 1.543, H11 1.057
3 C -1.8325 -2.4003 -0.9790  N2 1.543, O4 1.417, H12 1.035, H13 1.071
4 O -2.6510 -1.3100 -1.3654  C3 1.417, H14 1.099
5 C 0.4455 0.5562 -0.8361  C1 1.457, C6 1.501, H15 1.144, H16 1.112
6 C 1.1439 0.6704 0.4878  C5 1.501, C7 1.588, H17 1.067, H18 1.141
7 C 0.8097 2.0163 1.2620  C6 1.588, N8 1.465, H19 1.180, H20 1.177
8 N 1.6537 2.1503 2.4521  C7 1.465, H21 0.964, H22 1.013
9 H 0.9541 -1.4782 -1.4010  C1 1.111
10 H -0.4139 -1.0063 -2.1758  C1 1.133
11 H -1.1717 -0.8832 0.4102  N2 1.057
12 H -2.3173 -3.0162 -0.3032  C3 1.035
13 H -1.4340 -2.8360 -1.8725  C3 1.071
14 H -3.3414 -1.1875 -0.5197  O4 1.099
15 H 1.1593 0.7964 -1.6969  C5 1.144
16 H -0.4132 1.2453 -0.9923  C5 1.112
17 H 2.1992 0.5525 0.3782  C6 1.067
18 H 0.9819 -0.2057 1.2008  C6 1.141
19 H -0.2527 1.9845 1.7753  C7 1.180
20 H 0.8129 2.9050 0.4902  C7 1.177
21 H 1.8214 1.2756 2.8210  N8 0.964
22 H 2.5041 2.6453 2.2121  N8 1.013

Output
lowest unoccupied orbital energy	0.779	eV
strongest force on any atom	5.5	eV Å⁻¹
energy relative to the best compared isomer or geometry (same formula, charge and spin)	379.2	kJ/mol
gap between HOMO and LUMO	9.357	eV
HOMO level	-8.578	eV
SMILES string	NCCCCNCO
calculated total energy	-10437.098	eV

---

No. 4
Here is 2 unconnected molecules or ions with the total composition C5H14N2O from the OMol25 dataset. Energies are from ωB97M-V/def2-TZVPD.

Each atom is followed by the atoms it is bonded to, with distances in Å.
CARTESIAN COORDINATES (ANGSTROEM)
1 C -0.5384 2.3330 -1.4602  C2 1.561, N7 1.439, H8 1.120, H9 1.109
2 C -0.9522 0.8656 -1.1231  C1 1.561, C3 1.515, H10 1.111, H11 1.090
3 C -0.1979 0.4981 0.1384  C2 1.515, C4 1.334, H12 1.092
4 C 0.6517 -0.5296 0.1147  C3 1.334, N5 1.403, H13 1.090
5 N 1.4115 -1.0927 1.1507  C4 1.403, C6 1.481, H14 1.002
6 C 2.2998 -2.1908 0.7047  N5 1.481, H15 1.087, H16 1.093, H17 1.096
7 N -1.0264 3.4136 -0.6455  C1 1.439, H18 1.016, H19 1.014
8 H 0.5769 2.4266 -1.5069  C1 1.120
9 H -0.8674 2.4164 -2.5161  C1 1.109
10 H -2.0274 0.8925 -0.8452  C2 1.111
11 H -0.7156 0.3210 -2.0374  C2 1.090
12 H -0.3268 1.0915 1.0465  C3 1.092
13 H 0.6082 -1.1332 -0.7922  C4 1.090
14 H 1.7563 -0.6111 1.9593  N5 1.002
15 H 3.2577 -2.0658 1.2036  C6 1.087
16 H 1.8924 -3.1557 1.0165  C6 1.093
17 H 2.4686 -2.1568 -0.3777  C6 1.096
18 H -0.9170 3.2322 0.3480  N7 1.016
19 H -2.0119 3.6361 -0.7380  N7 1.014
20 H -0.5442 -2.8199 0.6736  O22 0.964
21 H -1.5075 -1.9376 1.3440  O22 0.966
22 O -1.4851 -2.7845 0.8794  H20 0.964, H21 0.966

Output
lowest unoccupied orbital energy	0.913	eV
strongest force on any atom	2.7	eV Å⁻¹
energy relative to the best compared isomer or geometry (same formula, charge and spin)	252.2	kJ/mol
gap between HOMO and LUMO	8.833	eV
HOMO level	-7.921	eV
SMILES string	CN/C=C/CCN.O
calculated total energy	-10438.414	eV

---

No. 5
Here is 2 unconnected molecules or ions with the total composition C5H14N2O from the OMol25 dataset. Energies are from ωB97M-V/def2-TZVPD.

Each atom is followed by the atoms it is bonded to, with distances in Å.
CARTESIAN COORDINATES (ANGSTROEM)
1 C -0.5789 0.5190 -1.7668  C2 1.537, N7 1.479, H8 1.094, H9 1.076
2 C 0.4504 1.5729 -1.3285  C1 1.537, C3 1.524, H10 1.079, H11 1.084
3 C 0.4261 1.9074 0.1582  C2 1.524, C6 1.547, H12 1.091, H13 1.097
4 N 1.5128 -1.3215 1.9422  C5 1.388, H14 1.001, H15 1.004
5 C 1.0830 -0.3510 1.0480  N4 1.388, C6 1.337, H16 1.084
6 C 1.0543 0.9746 1.2206  C3 1.547, C5 1.337, H17 1.083
7 N -1.9167 0.5191 -1.1350  C1 1.479, H18 1.017, H19 1.021
8 H -0.1423 -0.4593 -1.5453  C1 1.094
9 H -0.8380 0.4193 -2.8064  C1 1.076
10 H 0.5029 2.4323 -1.9792  C2 1.079
11 H 1.3974 1.1088 -1.5802  C2 1.084
12 H 0.9198 2.8678 0.3137  C3 1.091
13 H -0.6375 2.0324 0.3939  C3 1.097
14 H 1.8250 -1.2371 2.8898  N4 1.001
15 H 1.2027 -2.2397 1.6804  N4 1.004
16 H 0.4408 -0.7790 0.2863  C5 1.084
17 H 1.6907 1.6206 1.8125  C6 1.083
18 H -1.9082 0.4398 -0.1208  N7 1.017
19 H -2.3157 1.4395 -1.3229  N7 1.021
20 H -1.7496 -2.4043 0.4903  O22 0.962
21 H -1.3814 -3.8610 0.1387  O22 0.961
22 O -1.3854 -2.9629 -0.2029  H20 0.962, H21 0.961

Output
lowest unoccupied orbital energy	0.695	eV
strongest force on any atom	2.6	eV Å⁻¹
energy relative to the best compared isomer or geometry (same formula, charge and spin)	264.4	kJ/mol
gap between HOMO and LUMO	8.534	eV
HOMO level	-7.838	eV
SMILES string	N/C=C/CCCN.O
calculated total energy	-10438.288	eV

---

No. 6
Here is 2 unconnected molecules or ions with the total composition C5H14N2O from the OMol25 dataset. Energies are from ωB97M-V/def2-TZVPD.

Each atom is followed by the atoms it is bonded to, with distances in Å.
CARTESIAN COORDINATES (ANGSTROEM)
1 C -0.8744 -2.0923 0.1950  C2 1.536, H8 1.094, H9 1.081, H10 1.096
2 C -1.4321 -1.3066 -1.0008  C1 1.536, C3 1.529, H11 1.086, H12 1.078
3 C -1.5289 0.2006 -0.7617  C2 1.529, C4 1.522, H13 1.086, H14 1.083
4 C -0.3199 0.9698 -0.2487  C3 1.522, C5 1.334, N7 1.437
5 C 0.6865 1.3152 -1.0527  C4 1.334, N6 1.387, H15 1.072
6 N 1.7606 2.1140 -0.6892  C5 1.387, H16 1.002, H17 1.004
7 N -0.4992 1.5408 1.0572  C4 1.437, H18 1.007, H19 1.014
8 H -0.9035 -3.1582 -0.0480  C1 1.094
9 H -1.3842 -1.9479 1.1376  C1 1.081
10 H 0.1689 -1.8413 0.4164  C1 1.096
11 H -2.4076 -1.7122 -1.2506  C2 1.086
12 H -0.6717 -1.4683 -1.7475  C2 1.078
13 H -1.8576 0.6598 -1.6897  C3 1.086
14 H -2.3103 0.3340 -0.0239  C3 1.083
15 H 0.6979 0.8777 -2.0314  C5 1.072
16 H 1.6466 2.7870 0.0449  N6 1.002
17 H 2.6654 1.7713 -0.9576  N6 1.004
18 H -0.4442 2.5414 1.1523  N7 1.007
19 H 0.0926 1.1230 1.7669  N7 1.014
20 H 2.1386 -1.6296 2.2111  O22 0.961
21 H 2.1572 -0.1201 1.8012  O22 0.960
22 O 2.6194 -0.9580 1.7191  H20 0.961, H21 0.960

Output
lowest unoccupied orbital energy	0.719	eV
strongest force on any atom	1.8	eV Å⁻¹
energy relative to the best compared isomer or geometry (same formula, charge and spin)	208.6	kJ/mol
gap between HOMO and LUMO	8.713	eV
HOMO level	-7.994	eV
SMILES string	CCC/C(N)=C/N.O
calculated total energy	-10438.866	eV

---

Question: Look up the gap between HOMO and LUMO of the third one.
Answer: 9.357 eV